{"formula": "C3H3O3Tl", "method": "ωB97M-V with the def2-TZVPD basis set", "species": ["H", "C", "C", "O", "C", "O", "O", "H", "H", "Tl"], "xyz": [[0.642, 0.537, 1.502], [-0.055, 0.941, 0.744], [0.725, 1.367, -0.490], [0.820, 0.326, -1.297], [-0.297, -1.073, -0.338], [-1.006, -1.676, -1.160], [-0.928, -0.121, 0.384], [-0.654, 1.778, 1.129], [1.696, 1.829, -0.219], [-0.945, -3.908, -0.256]], "e_lumo_ha": [-0.0188, -0.0185], "homo_ha": [-0.2341, -0.2345], "homo_lumo_gap_ev": [5.86, 5.88], "e_tot_ha": -514.1542, "charge": 0, "de_lowest_kj_mol": 397.1}


{"formula": "C40H50Ge2I2N2NiOSb2", "method": "ωB97M-V with the def2-TZVPD basis set", "species": ["Ni", "I", "C", "C", "C", "I", "C", "O", "C", "C", "N", "C", "C", "C", "C", "C", "C", "N", "C", "H", "H", "H", "H", "H", "H", "H", "H", "H", "H", "H", "C", "Sb", "C", "C", "C", "C", "C", "C", "C", "C", "C", "Sb", "C", "C", "H", "H", "H", "H", "H", "H", "H", "H", "H", "H", "H", "H", "H", "H", "H", "H", "H", "H", "H", "H", "C", "Ge", "C", "C", "Ge", "C", "C", "C", "C", "C", "C", "C", "C", "C", "C", "C", "C", "H", "H", "H", "H", "H", "H", "H", "H", "H", "H", "H", "H", "H", "H", "H", "H", "H", "H", "H"], "xyz": [[0.491, 0.920, 0.338], [4.563, 0.128, 6.823], [3.211, 0.143, 5.236], [1.848, 0.171, 5.482], [0.961, 0.175, 4.419], [-1.076, 0.299, 4.842], [1.388, 0.128, 3.076], [0.494, 0.056, 2.104], [2.782, 0.151, 2.858], [3.345, 0.203, 1.466], [2.665, 1.230, 0.634], [2.932, 2.556, 1.211], [1.855, 3.562, 0.961], [2.146, 4.919, 1.032], [1.135, 5.841, 0.850], [-0.146, 5.374, 0.593], [-0.348, 4.011, 0.539], [0.622, 3.105, 0.723], [3.666, 0.157, 3.929], [1.474, 0.200, 6.496], [3.248, -0.749, 0.962], [4.414, 0.433, 1.530], [3.080, 1.192, -0.291], [3.898, 2.951, 0.883], [3.000, 2.429, 2.295], [3.163, 5.236, 1.224], [1.339, 6.902, 0.900], [-0.976, 6.049, 0.441], [-1.337, 3.624, 0.344], [4.731, 0.173, 3.731], [0.849, 0.698, -4.014], [0.473, 1.703, -2.175], [1.910, 3.260, -2.478], [-1.254, 2.805, -2.853], [-2.452, 1.943, -3.120], [-2.616, 1.401, -4.396], [-3.714, 0.624, -4.720], [-4.682, 0.377, -3.759], [-4.535, 0.907, -2.490], [-3.431, 1.690, -2.146], [-3.349, 2.247, -0.763], [-2.258, 1.032, 0.684], [-3.873, -0.318, 0.999], [-2.734, 2.339, 2.315], [0.968, 1.447, -4.797], [0.011, 0.049, -4.261], [1.759, 0.104, -3.945], [1.755, 3.687, -3.468], [2.923, 2.858, -2.432], [1.804, 4.046, -1.733], [-0.924, 3.287, -3.775], [-1.450, 3.594, -2.129], [-1.877, 1.622, -5.158], [-3.821, 0.228, -5.722], [-5.555, -0.216, -4.001], [-5.304, 0.735, -1.746], [-4.348, 2.320, -0.330], [-2.932, 3.254, -0.748], [-4.764, 0.289, 1.152], [-3.681, -0.929, 1.878], [-4.010, -0.962, 0.132], [-3.373, 3.141, 1.947], [-1.842, 2.750, 2.781], [-3.277, 1.765, 3.063], [-2.160, -1.937, -2.617], [-0.466, -2.685, -1.974], [0.820, -2.697, -3.462], [-0.575, -4.603, -1.529], [0.283, -1.699, 0.209], [-0.867, -2.551, 1.546], [-2.103, -3.066, 1.158], [-2.885, -3.802, 2.038], [-2.431, -4.045, 3.326], [-1.205, -3.534, 3.731], [-0.437, -2.788, 2.852], [2.070, -2.517, 0.257], [2.887, -2.311, -0.860], [4.131, -2.911, -0.965], [4.580, -3.743, 0.054], [3.775, -3.973, 1.160], [2.527, -3.369, 1.259], [-2.305, -2.199, -3.666], [-2.160, -0.847, -2.546], [-3.016, -2.311, -2.054], [0.358, -3.321, -4.232], [1.761, -3.164, -3.174], [1.024, -1.725, -3.901], [-1.055, -5.117, -2.364], [-1.121, -4.826, -0.618], [0.440, -4.990, -1.429], [-2.473, -2.894, 0.154], [-3.843, -4.190, 1.714], [-3.031, -4.627, 4.014], [-0.851, -3.705, 4.740], [0.503, -2.379, 3.199], [2.542, -1.663, -1.664], [4.747, -2.738, -1.838], [5.550, -4.218, -0.020], [4.115, -4.631, 1.949], [1.914, -3.576, 2.127]], "e_lumo_ha": [-0.1336, -0.0942], "homo_ha": [-0.3610, -0.3557], "homo_lumo_gap_ev": [6.19, 7.12], "e_tot_ha": -8476.7958, "multiplicity": 2, "charge": 1}


{"formula": "C18H12F6IrN3P", "method": "ωB97M-V with the def2-TZVPD basis set", "species": ["Ir", "C", "C", "N", "C", "C", "C", "C", "C", "C", "C", "N", "C", "C", "C", "C", "C", "C", "C", "C", "N", "C", "H", "H", "H", "H", "H", "H", "H", "H", "H", "H", "H", "H", "F", "P", "F", "F", "F", "F", "F"], "xyz": [[0.000, -0.108, 0.000], [4.266, -0.545, -0.026], [2.912, -0.858, -0.020], [1.979, 0.103, -0.011], [2.330, 1.424, -0.010], [3.676, 1.803, -0.016], [4.648, 0.777, -0.024], [3.983, 3.184, -0.016], [2.974, 4.119, -0.010], [1.631, 3.739, -0.005], [1.271, 2.392, -0.005], [0.000, 1.819, -0.001], [-1.271, 2.393, 0.002], [-1.631, 3.739, 0.002], [-2.973, 4.120, 0.007], [-3.982, 3.185, 0.012], [-3.676, 1.804, 0.013], [-4.648, 0.778, 0.020], [-4.267, -0.544, 0.023], [-2.913, -0.858, 0.018], [-1.979, 0.103, 0.009], [-2.330, 1.425, 0.008], [4.997, -1.341, -0.033], [2.551, -1.881, -0.024], [5.699, 1.040, -0.029], [5.018, 3.502, -0.020], [3.223, 5.171, -0.009], [0.896, 4.522, -0.001], [-0.896, 4.522, -0.001], [-3.222, 5.171, 0.006], [-5.017, 3.503, 0.016], [-5.699, 1.042, 0.024], [-4.998, -1.339, 0.030], [-2.552, -1.880, 0.023], [-0.001, -2.026, 0.001], [-0.002, -4.464, -0.011], [-0.643, -4.155, -1.416], [-0.002, -5.992, -0.019], [1.412, -4.163, -0.652], [0.640, -4.170, 1.396], [-1.415, -4.169, 0.632]], "e_lumo_ha": [-0.3532, -0.3670], "homo_ha": [-0.5813, -0.5901], "homo_lumo_gap_ev": [6.21, 6.07], "e_tot_ha": -1901.8802, "multiplicity": 2, "charge": 2}